[1]
{"formula": "C36H53INO35S", "method": "the ωB97M-V functional and the def2-TZVPD basis", "elements": ["C", "C", "N", "S", "I", "C", "O", "O", "H", "H", "H", "H", "H", "H", "H", "H", "H", "C", "C", "O", "C", "O", "O", "H", "H", "H", "H", "C", "C", "O", "C", "O", "O", "H", "H", "H", "H", "C", "C", "O", "C", "O", "O", "H", "H", "H", "H", "C", "C", "O", "C", "O", "O", "H", "H", "H", "H", "C", "C", "O", "C", "O", "O", "H", "H", "H", "H", "C", "C", "O", "C", "O", "O", "H", "H", "H", "H", "C", "C", "O", "C", "O", "O", "H", "H", "H", "H", "C", "C", "O", "C", "O", "O", "H", "H", "H", "H", "C", "C", "O", "C", "O", "O", "H", "H", "H", "H", "C", "C", "O", "C", "O", "O", "H", "H", "H", "H", "C", "C", "O", "C", "O", "O", "H", "H", "H", "H"], "coordinates": [[0.530, -0.733, -1.338], [0.506, 0.304, -0.236], [1.719, 1.184, -0.263], [2.921, 0.537, 0.713], [4.262, 2.403, 1.294], [4.065, -0.408, -0.367], [5.074, -0.844, 0.483], [4.618, -2.043, 1.121], [0.520, -0.242, -2.307], [1.406, -1.376, -1.271], [-0.357, -1.357, -1.260], [-0.323, 0.987, -0.397], [0.351, -0.152, 0.743], [1.460, 2.081, 0.152], [3.550, -1.256, -0.817], [4.520, 0.238, -1.115], [5.117, -2.721, 0.641], [-1.361, 4.273, -0.188], [-1.246, 5.440, 0.761], [-0.808, 4.797, 1.979], [-0.214, 3.647, 1.665], [0.400, 2.961, 2.426], [-0.389, 3.344, 0.350], [-1.118, 4.532, -1.214], [-2.341, 3.799, -0.159], [-0.490, 6.162, 0.457], [-2.189, 5.950, 0.917], [1.851, -4.187, 0.772], [1.033, -3.256, 1.653], [-0.190, -3.159, 0.920], [-0.318, -4.262, 0.157], [-1.320, -4.565, -0.408], [0.830, -4.969, 0.138], [2.526, -4.831, 1.328], [2.409, -3.656, -0.001], [0.821, -3.676, 2.636], [1.475, -2.269, 1.770], [-4.369, 7.892, -3.268], [-3.201, 6.999, -3.648], [-2.892, 6.364, -2.396], [-3.996, 6.397, -1.622], [-4.109, 5.810, -0.589], [-4.943, 7.174, -2.165], [-5.103, 8.012, -4.058], [-4.050, 8.872, -2.915], [-3.480, 6.229, -4.368], [-2.335, 7.542, -4.015], [-6.198, 3.509, 0.411], [-7.261, 4.225, 1.222], [-8.405, 4.126, 0.366], [-8.239, 3.064, -0.458], [-9.076, 2.620, -1.170], [-6.975, 2.582, -0.357], [-5.475, 2.976, 1.024], [-5.672, 4.180, -0.265], [-7.483, 3.719, 2.163], [-7.027, 5.267, 1.419], [4.142, 7.324, 0.869], [4.106, 6.591, -0.456], [2.693, 6.500, -0.713], [2.078, 7.493, -0.032], [0.929, 7.781, -0.168], [2.932, 8.098, 0.809], [5.008, 7.968, 0.976], [4.080, 6.654, 1.729], [4.575, 7.158, -1.252], [4.542, 5.595, -0.417], [-2.984, -7.233, -0.836], [-4.263, -7.191, -1.650], [-4.702, -8.554, -1.602], [-4.166, -9.137, -0.511], [-4.470, -10.209, -0.097], [-3.231, -8.338, 0.058], [-2.793, -6.320, -0.285], [-2.110, -7.471, -1.442], [-5.030, -6.565, -1.191], [-4.116, -6.879, -2.679], [4.792, 1.579, 6.094], [3.830, 2.537, 6.778], [4.233, 3.807, 6.244], [4.852, 3.600, 5.070], [5.150, 4.443, 4.283], [5.086, 2.282, 4.879], [4.357, 0.608, 5.874], [5.719, 1.443, 6.650], [2.792, 2.359, 6.495], [3.912, 2.542, 7.861], [6.755, 9.742, -3.911], [7.808, 8.692, -4.218], [8.053, 8.125, -2.923], [6.974, 8.343, -2.150], [6.798, 7.862, -1.074], [6.110, 9.185, -2.755], [6.033, 9.886, -4.709], [7.188, 10.703, -3.636], [7.435, 7.907, -4.877], [8.727, 9.100, -4.628], [3.139, -1.232, -5.246], [3.947, -2.491, -5.509], [4.270, -2.916, -4.172], [3.357, -2.412, -3.337], [3.248, -2.730, -2.186], [2.579, -1.505, -3.947], [2.345, -1.060, -5.966], [3.763, -0.341, -5.173], [3.362, -3.275, -5.989], [4.856, -2.319, -6.076], [-3.641, -6.572, 2.849], [-4.517, -5.450, 3.373], [-3.550, -4.578, 3.979], [-2.350, -4.805, 3.407], [-1.377, -4.143, 3.583], [-2.396, -5.899, 2.617], [-4.002, -7.028, 1.934], [-3.478, -7.353, 3.591], [-5.025, -4.905, 2.576], [-5.247, -5.771, 4.109], [-4.670, -13.323, 0.896], [-3.749, -14.409, 0.373], [-3.300, -15.034, 1.579], [-4.219, -14.802, 2.551], [-4.219, -15.322, 3.617], [-5.129, -13.893, 2.131], [-5.512, -13.111, 0.244], [-4.145, -12.394, 1.109], [-4.275, -15.150, -0.231], [-2.901, -14.025, -0.188]], "mulliken_charge": [-0.8425, -0.3514, -0.2127, 0.2282, 0.2138, 0.8366, -0.2445, -0.2834, 0.4116, -0.0831, 0.3745, 0.3691, 0.3275, 0.3289, -0.7986, 0.4692, 0.3368, -0.2406, 0.2197, -0.3832, 0.5637, -0.5329, -0.2648, 0.3911, 0.1041, -0.2278, 0.3092, 0.2327, -0.1641, -0.3100, 0.7170, -0.6142, -0.3997, 0.3629, -0.2087, 0.2757, 0.2045, -0.3576, -0.3481, -0.2441, 0.6155, -0.5029, -0.3302, 0.3088, 0.2780, 0.2681, 0.2965, 0.2180, -0.3401, -0.3382, 0.6396, -0.5167, -0.3726, 0.2839, -0.1028, 0.2629, 0.2843, -0.1888, 0.1315, -0.3819, 0.6839, -0.6198, -0.3559, 0.2653, 0.1993, -0.0082, 0.2242, 0.2254, -0.3796, -0.3199, 0.6567, -0.5206, -0.3713, -0.1058, 0.2656, 0.2833, 0.3054, -0.2711, -0.2988, -0.3165, 0.6725, -0.5465, -0.3005, 0.2839, 0.2623, 0.2415, 0.2944, -0.2931, -0.3033, -0.3227, 0.6771, -0.5076, -0.3229, 0.2793, 0.2728, 0.2525, 0.2915, -0.3378, -0.3404, -0.3447, 0.5292, -0.5569, -0.2217, 0.2953, 0.2681, 0.2808, 0.3019, 0.0599, -0.3793, -0.3475, 0.6634, -0.5355, -0.2956, -0.0462, 0.2569, 0.2748, 0.3175, -0.1634, -0.3003, -0.3381, 0.6434, -0.5174, -0.3324, 0.2730, 0.2053, 0.2591, 0.2778], "gap_ev": 7.11, "charge": 1, "e_tot_ha": -4787.3986}

[2]
{"formula": "C36H53N4OP2Pb", "method": "the ωB97M-V functional and the def2-TZVPD basis", "elements": ["C", "C", "C", "C", "C", "H", "H", "H", "N", "P", "P", "C", "H", "H", "C", "H", "C", "C", "C", "C", "C", "H", "H", "H", "C", "H", "H", "H", "C", "H", "H", "H", "C", "H", "H", "H", "C", "H", "H", "H", "C", "H", "H", "H", "C", "H", "H", "H", "C", "H", "H", "H", "C", "H", "H", "H", "C", "H", "H", "H", "C", "H", "H", "H", "C", "H", "H", "H", "Pb", "C", "O", "N", "C", "C", "C", "C", "C", "H", "C", "H", "C", "H", "H", "H", "N", "C", "C", "C", "N", "C", "C", "H", "H", "H", "H", "H", "H"], "coordinates": [[-1.338, -1.847, -2.124], [0.689, -2.873, -1.435], [-1.558, -2.827, -3.093], [0.426, -3.949, -2.324], [-0.671, -3.905, -3.166], [-2.439, -2.742, -3.729], [1.127, -4.781, -2.321], [-0.852, -4.709, -3.881], [-0.227, -1.847, -1.380], [-2.733, -0.361, -0.092], [2.460, -1.357, 0.177], [-2.390, -0.744, -1.863], [-2.055, 0.187, -2.348], [-3.335, -1.031, -2.347], [1.868, -2.810, -0.624], [2.455, -3.727, -0.554], [3.496, -0.343, -1.083], [3.359, -1.720, 1.811], [-3.551, 1.341, 0.145], [-3.726, -1.854, 0.495], [3.500, 1.135, -0.655], [4.040, 1.303, 0.287], [3.999, 1.724, -1.441], [2.482, 1.521, -0.545], [4.932, -0.875, -1.136], [5.497, -0.686, -0.215], [4.977, -1.947, -1.362], [5.466, -0.351, -1.942], [2.847, -0.462, -2.470], [3.313, 0.270, -3.147], [2.983, -1.462, -2.901], [1.777, -0.241, -2.428], [4.015, -0.432, 2.354], [3.273, 0.373, 2.478], [4.434, -0.650, 3.350], [4.838, -0.064, 1.727], [2.361, -2.195, 2.885], [1.678, -1.394, 3.203], [1.779, -3.067, 2.563], [2.944, -2.490, 3.774], [4.392, -2.827, 1.578], [5.159, -2.554, 0.845], [4.903, -3.027, 2.532], [3.913, -3.758, 1.253], [-4.145, -1.630, 1.965], [-4.649, -2.545, 2.322], [-3.276, -1.457, 2.621], [-4.859, -0.799, 2.066], [-2.860, -3.131, 0.411], [-2.650, -3.403, -0.633], [-1.909, -3.035, 0.960], [-3.425, -3.958, 0.877], [-4.960, -2.064, -0.388], [-5.516, -2.927, 0.010], [-5.637, -1.203, -0.386], [-4.692, -2.297, -1.425], [-2.790, 2.420, -0.644], [-2.767, 2.214, -1.723], [-3.313, 3.378, -0.491], [-1.760, 2.537, -0.287], [-3.509, 1.748, 1.633], [-2.478, 1.834, 2.001], [-3.984, 2.737, 1.726], [-4.057, 1.057, 2.286], [-5.003, 1.289, -0.343], [-5.083, 0.931, -1.378], [-5.649, 0.680, 0.303], [-5.408, 2.312, -0.319], [-0.136, -0.463, 0.702], [-0.990, -2.182, 3.020], [-1.053, -2.665, 4.056], [0.192, 1.257, -1.171], [0.329, 1.879, -2.164], [0.477, 2.678, -3.316], [0.247, 4.064, -3.234], [0.851, 2.098, -4.544], [0.415, 4.861, -4.365], [-0.055, 4.501, -2.281], [1.026, 2.909, -5.664], [0.998, 1.018, -4.608], [0.808, 4.286, -5.576], [0.243, 5.934, -4.292], [1.336, 2.462, -6.607], [0.947, 4.913, -6.456], [1.113, 3.478, 5.910], [0.794, 2.808, 4.777], [1.514, 3.025, 3.575], [1.142, 2.320, 2.441], [0.152, 1.398, 2.454], [-0.524, 1.169, 3.604], [-0.257, 1.861, 4.774], [1.868, 4.159, 5.917], [0.595, 3.336, 6.765], [2.352, 3.718, 3.527], [1.643, 2.492, 1.487], [-1.311, 0.407, 3.578], [-0.846, 1.646, 5.670]], "mulliken_charge": [-0.0756, 0.5997, -0.8100, -1.1520, -0.7298, 0.4803, 0.5078, 0.4086, 0.8627, -0.1364, 0.6316, -1.0998, 0.4828, 0.6485, -1.4953, 0.1659, 2.0791, 1.9135, 2.1953, 2.0026, -1.1389, 0.2722, 0.5731, -0.3433, -2.0080, 0.3286, 0.3773, 0.4988, -1.2498, 0.6229, 0.3336, -0.3142, -1.7436, 0.2023, 0.5190, 0.2608, -1.4297, 0.0093, 0.2230, 0.5831, -1.7601, 0.2860, 0.5085, 0.3327, -1.7193, 0.5447, 0.1766, 0.2952, -1.5688, 0.3514, 0.0692, 0.5786, -1.7116, 0.5103, 0.2650, 0.3357, -1.8629, 0.3512, 0.6472, 0.1123, -1.6974, 0.2168, 0.5253, 0.2355, -1.9856, 0.3430, 0.3275, 0.5421, 1.8737, 0.1378, -0.2571, -0.0271, 0.3607, -0.0480, -0.3459, -0.2566, -0.7007, 0.4416, -0.7848, 0.4551, -0.3742, 0.3989, 0.4063, 0.4064, -0.4569, 0.8484, -0.6076, -0.7438, 0.4285, -0.1320, -1.0486, 0.1988, 0.2019, 0.3813, 0.2050, 0.3908, 0.3429], "gap_ev": 5.56, "charge": 1, "e_tot_ha": -2573.1739}